Density functional theory data (wB97M-V/def2-TZVPD) for one molecule with the formula C5H8N2 at a distorted geometry.

lowest unoccupied orbital energy = 0.9 eV
energy relative to the best compared isomer or geometry (same formula, charge and spin) = 2.291 eV
highest occupied orbital energy = -9.59 eV
largest force on an atom = 1.276 eV/Å
Kohn-Sham gap = 10.50 eV
SMILES = C[C@H]1[C@@H](C#N)N1C

Cartesian coordinates (Å):
C -2.050 0.200 -0.056
C -0.694 -0.321 -0.458
C 0.441 0.599 -0.826
C 0.608 1.934 -0.277
N 0.873 2.809 0.435
N 0.418 -0.151 0.413
C 1.514 -1.035 0.686
H -2.004 1.273 0.153
H -2.769 0.039 -0.867
H -2.410 -0.315 0.837
H -0.690 -1.265 -1.013
H 1.054 0.284 -1.679
H 1.557 -1.903 0.013
H 1.434 -1.340 1.730
H 2.436 -0.448 0.577

---

Density functional theory data (wB97M-V/def2-TZVPD) for a 2-piece molecular cluster, C2H6N2O4 overall at a distorted geometry.

net charge = +1
lowest unoccupied orbital energy (spin up / spin down) = -7.5 / -11.2 eV
energy relative to the best compared isomer or geometry (same formula, charge and spin) = 0.497 eV
highest occupied orbital energy (spin up / spin down) = -14.89 / -14.81 eV
largest force on an atom = 4.372 eV/Å
multiplicity = 2
Kohn-Sham gap (spin up / spin down) = 7.35 / 3.56 eV

Cartesian coordinates (Å):
C 1.464 0.610 0.989
N 2.089 -0.245 -0.092
O 1.403 -0.676 -0.959
O 3.283 -0.507 -0.008
H 1.249 1.609 0.610
H 2.207 0.843 1.751
H 0.596 0.115 1.424
C -1.654 -0.843 -0.820
N -1.809 0.515 -0.162
O -1.512 0.587 1.019
O -2.413 1.439 -0.788
H -2.677 -1.127 -1.065
H -1.213 -1.633 -0.212
H -1.012 -0.686 -1.687

---

Density functional theory data (wB97M-V/def2-TZVPD) for a 5-piece molecular cluster, C10H21Cl8FNO3P overall at a distorted geometry.

lowest unoccupied orbital energy = 0.4 eV
highest occupied orbital energy = -8.36 eV
largest force on an atom = 6.597 eV/Å
Kohn-Sham gap = 8.72 eV
SMILES = CO[C@@H](CC(=O)F)[C@@H](N)P(C)O.ClCCl.ClCCl.ClCCl.ClCCl

Cartesian coordinates (Å):
C 3.818 -1.260 -0.435
O 2.819 -0.991 -1.398
C 1.516 -1.132 -0.920
C 1.044 0.237 -0.356
C 0.528 1.149 -1.405
O 1.114 1.624 -2.238
F -0.801 1.411 -1.318
C 0.621 -1.692 -2.075
N 1.372 -1.851 -3.315
P 0.037 -3.414 -1.655
C -1.121 -3.227 -0.235
O 1.400 -4.167 -1.065
H 4.204 -0.348 0.014
H 4.623 -1.771 -0.942
H 3.477 -1.923 0.356
H 1.457 -1.838 -0.101
H 0.343 0.068 0.447
H 1.921 0.711 0.052
H -0.296 -1.115 -2.233
H 1.567 -0.933 -3.703
H 0.755 -2.279 -3.999
H -2.006 -2.677 -0.522
H -1.440 -4.219 0.059
H -0.668 -2.756 0.635
H 1.202 -5.106 -1.155
C -3.357 1.447 1.067
Cl -5.058 1.368 0.593
Cl -2.996 0.345 2.398
H -2.743 1.169 0.217
H -3.127 2.459 1.378
C 4.624 -4.189 2.826
Cl 3.461 -4.167 1.497
Cl 5.429 -2.624 3.015
H 4.100 -4.422 3.745
H 5.374 -4.943 2.620
C -3.156 5.036 3.051
Cl -4.677 4.777 2.188
Cl -1.766 4.518 2.085
H -3.052 6.093 3.269
H -3.176 4.463 3.970
C -3.444 5.118 -1.192
Cl -4.646 5.074 -2.487
Cl -2.630 6.686 -1.106
H -3.944 4.940 -0.246
H -2.701 4.350 -1.380

---

Density functional theory data (wB97M-V/def2-TZVPD) for a 2-piece molecular cluster, C7H13NS overall at a distorted geometry.

lowest unoccupied orbital energy = 0.8 eV
energy relative to the best compared isomer or geometry (same formula, charge and spin) = 3.600 eV
highest occupied orbital energy = -8.54 eV
largest force on an atom = 3.864 eV/Å
Kohn-Sham gap = 9.33 eV
SMILES = CC(C)=NS.CC#CC

Cartesian coordinates (Å):
C -0.283 1.830 -0.123
C 0.317 1.682 -1.144
C 0.252 -1.783 0.361
C -1.245 1.933 1.011
C 1.132 1.658 -2.371
C -0.855 -2.555 1.029
C 1.292 -1.426 1.425
N 0.519 -1.974 -0.893
S 2.024 -1.570 -1.502
H -1.043 1.163 1.782
H -2.233 1.872 0.486
H -1.235 2.972 1.370
H 2.005 1.002 -2.552
H 1.630 2.636 -2.450
H 0.390 1.534 -3.216
H -0.638 -3.592 1.319
H -1.796 -2.357 0.492
H -1.292 -1.965 1.897
H 1.403 -0.314 1.637
H 2.301 -1.753 1.068
H 1.117 -1.957 2.363
H 1.810 -1.713 -2.810

---

Density functional theory data (wB97M-V/def2-TZVPD) for a 2-piece molecular cluster, C5H14 overall at a distorted geometry.

lowest unoccupied orbital energy = 1.2 eV
energy relative to the best compared isomer or geometry (same formula, charge and spin) = 0.398 eV
highest occupied orbital energy = -10.96 eV
largest force on an atom = 1.705 eV/Å
Kohn-Sham gap = 12.14 eV
SMILES = CCC.CC

Cartesian coordinates (Å):
C 0.458 -0.532 -1.983
C -0.350 -1.730 -1.527
C 1.281 0.180 -0.905
H 1.150 -0.857 -2.778
H -0.076 0.178 -2.617
H -0.953 -2.102 -2.360
H -0.958 -1.545 -0.642
H 1.335 -0.385 0.023
H 2.308 0.388 -1.205
H 0.319 -2.551 -1.272
H 0.809 1.131 -0.658
C -1.366 0.998 1.781
C 0.027 1.045 2.420
H -1.910 1.921 1.969
H -1.291 0.983 0.682
H -1.966 0.131 2.035
H 0.209 2.047 2.790
H 0.824 0.731 1.758
H 0.089 0.395 3.298

---

Density functional theory data (wB97M-V/def2-TZVPD) for C31H36B2N13O3S5Yb as an isolated structure.

lowest unoccupied orbital energy (spin up / spin down) = -1.0 / -1.0 eV
energy relative to the best compared isomer or geometry (same formula, charge and spin) = 0.000 eV
highest occupied orbital energy (spin up / spin down) = -7.49 / -7.49 eV
largest force on an atom = 0.399 eV/Å
multiplicity = 2
Kohn-Sham gap (spin up / spin down) = 6.53 / 6.53 eV

Cartesian coordinates (Å):
Yb 0.183 0.265 0.128
C 2.763 1.760 -3.526
C 1.939 1.996 -2.430
N 1.593 0.850 -1.835
N 2.192 -0.130 -2.541
C 2.898 0.384 -3.552
B 2.020 -1.624 -2.175
N 0.548 -2.020 -2.202
C -0.050 -2.901 -3.020
C -1.370 -3.031 -2.643
C -1.501 -2.165 -1.565
N -0.345 -1.550 -1.290
N 2.581 -1.838 -0.749
C 3.584 -2.647 -0.398
C 3.772 -2.554 0.968
C 2.816 -1.634 1.384
N 2.093 -1.198 0.345
H 3.181 2.479 -4.207
H 1.568 2.940 -2.066
H 3.428 -0.262 -4.229
H 2.644 -2.290 -2.949
H 0.482 -3.358 -3.836
H -2.129 -3.618 -3.133
H -2.368 -1.971 -0.956
H 4.086 -3.239 -1.143
H 4.491 -3.076 1.573
H 2.597 -1.281 2.378
C 3.606 2.073 0.297
C 2.421 2.966 0.431
N 1.182 2.559 0.492
C 0.308 3.603 0.700
C 0.889 4.830 0.716
S 2.582 4.669 0.561
C -1.094 3.290 0.983
C -2.015 4.143 1.501
S -3.526 3.363 1.613
C -2.845 1.925 0.984
N -1.567 2.021 0.713
C -3.699 0.732 0.723
H 3.287 1.033 0.313
H 4.292 2.238 1.128
H 4.133 2.261 -0.638
H 0.420 5.789 0.844
H -1.881 5.165 1.805
H -3.881 0.177 1.643
H -3.204 0.066 0.016
H -4.656 1.038 0.301
C 0.662 3.654 4.016
N -0.190 2.535 4.352
C -1.239 2.604 5.241
C -1.648 1.335 5.447
N -0.851 0.490 4.708
B -1.035 -1.063 4.965
N -0.229 -1.970 3.996
C 0.665 -2.929 4.409
C 0.957 -3.717 3.349
N 0.235 -3.229 2.281
C 0.203 -3.827 0.958
C -0.479 -2.165 2.697
S -1.556 -1.199 1.767
C 0.031 1.228 4.026
S 1.271 0.720 2.948
H 0.073 4.455 3.571
H 1.412 3.309 3.309
H 1.159 4.026 4.913
H -1.588 3.538 5.642
H -2.433 0.947 6.068
H -0.624 -1.292 6.078
H -2.212 -1.294 4.851
H 1.008 -2.969 5.425
H 1.607 -4.566 3.250
H 0.233 -4.909 1.066
H 1.051 -3.493 0.362
H -0.718 -3.532 0.460
N -1.292 1.486 -2.034
C -1.673 0.690 -3.170
C -0.734 0.333 -4.124
C -1.046 -0.649 -5.049
C -2.288 -1.264 -5.033
C -3.270 -0.793 -4.176
C -2.961 0.182 -3.240
S -2.527 -2.784 -5.949
O -2.851 -2.375 -7.301
O -3.604 -3.439 -5.220
O -1.228 -3.434 -5.800
H -0.642 2.215 -2.313
H -2.118 1.952 -1.673
H 0.256 0.768 -4.103
H -0.294 -1.019 -5.734
H -4.237 -1.278 -4.183
H -3.704 0.492 -2.511

---

Question: Which value of largest force on an atom does entry 1 give?
Answer: 1.276 eV/Å

---

Question: Which of these has the lowest largest force on an atom?
Answer: C31H36B2N13O3S5Yb

---

Question: Which formula does entry 2 have?
Answer: C2H6N2O4

---

Question: What is the formula in the fifth record?
Answer: C5H14